64
Properties=species:S:1:pos:R:3 method="wB97M-V/def2-TZVPD" multiplicity=4 total_energy_ha=-3506.92331 total_charge=-1 orbital_gap_ev="5.45 / 5.92" homo_ev="-3.601 / -3.598" s_squared=3.8232 de_lowest_kcal_mol=52.6
Cr 0.015 1.829 -0.633
C 1.960 1.487 1.824
N 2.782 0.474 1.222
C 2.108 -0.741 0.821
C 1.606 -0.824 -0.630
N 0.219 -0.318 -0.912
C -0.724 -1.001 0.021
C -0.119 -0.674 -2.298
C -0.152 -2.016 -2.669
C -0.463 -2.398 -3.960
C -0.750 -1.419 -4.905
C -0.744 -0.089 -4.541
C -0.444 0.313 -3.230
S -0.563 2.015 -2.845
C 3.851 0.894 0.384
C 5.116 0.386 0.689
C 6.239 0.735 -0.034
C 6.101 1.635 -1.086
C 4.856 2.135 -1.407
C 3.696 1.766 -0.702
S 2.203 2.421 -1.379
H 1.528 1.130 2.759
H 1.097 1.798 1.213
H 2.537 2.396 1.987
H 1.301 -0.925 1.535
H 2.808 -1.577 0.926
H 1.617 -1.881 -0.908
H 2.284 -0.298 -1.300
H -0.407 -2.029 0.212
H -1.717 -1.026 -0.414
H -0.770 -0.464 0.971
H 0.058 -2.779 -1.930
H -0.482 -3.447 -4.225
H -0.988 -1.696 -5.924
H -0.985 0.676 -5.267
H 5.185 -0.282 1.539
H 7.209 0.332 0.229
H 6.965 1.943 -1.662
H 4.744 2.817 -2.241
O -1.307 4.159 2.194
C -1.246 3.495 1.185
O -0.277 3.484 0.310
C -2.396 2.606 0.769
C -3.694 2.824 1.207
C -4.714 2.119 0.604
C -4.411 1.226 -0.419
C -3.095 1.074 -0.801
N -2.108 1.750 -0.212
H -3.854 3.517 2.020
H -5.739 2.260 0.920
H -5.185 0.667 -0.926
H -2.810 0.419 -1.614
Te -1.490 0.710 3.456
C -2.016 -1.307 3.085
C -1.378 -2.380 3.719
C -1.702 -3.697 3.424
C -2.678 -3.992 2.480
C -3.329 -2.943 1.843
C -3.003 -1.628 2.143
H -0.609 -2.169 4.452
H -1.184 -4.501 3.935
H -2.928 -5.020 2.249
H -4.099 -3.150 1.107
H -3.523 -0.820 1.640

***

67
Properties=species:S:1:pos:R:3 method="wB97M-V/def2-TZVPD" total_energy_ha=-1954.51776 total_charge=-2 orbital_gap_ev="3.54 / 3.50" homo_ev="-0.151 / -0.133" de_lowest_kcal_mol=223.3
La 1.478 -0.044 -0.090
O 4.057 -3.789 -0.013
C 3.424 -2.776 -0.354
O 3.156 -1.702 0.355
C 2.830 -2.725 -1.699
C 2.737 -3.846 -2.493
C 2.118 -3.771 -3.731
C 1.614 -2.550 -4.172
C 1.496 -1.549 -3.157
N 2.229 -1.592 -2.028
C 0.936 -0.061 -3.539
O 0.387 0.009 -4.635
O 1.031 0.706 -2.507
H 3.242 -4.748 -2.146
H 2.042 -4.665 -4.354
H 1.356 -2.172 -5.178
C 1.560 2.663 3.376
C 1.313 3.520 2.268
C 1.982 4.781 2.329
C 1.607 5.864 1.547
C 0.674 5.647 0.540
C 0.132 4.378 0.268
C -0.814 4.213 -0.906
C 0.453 3.231 1.073
N -0.103 1.985 0.730
C -1.153 1.305 1.213
C -1.915 2.004 2.338
C -1.742 0.065 0.540
C -3.171 0.220 0.278
N -1.129 -1.139 0.218
C -1.612 -2.399 0.124
C -2.164 -2.956 -1.128
C -2.716 -2.207 -2.299
C -1.815 -4.346 -1.148
C -2.542 -4.955 -0.130
C -2.631 -4.271 1.045
C -1.649 -3.333 1.441
C -2.118 -2.503 2.594
H 2.286 1.833 3.358
H 1.240 0.838 2.569
H 0.914 2.799 4.261
H 2.771 4.900 3.066
H 2.022 6.854 1.731
H 0.390 6.439 -0.141
H -0.787 5.121 -1.511
H -1.856 4.050 -0.601
H -0.540 3.332 -1.504
H -1.210 2.539 3.010
H -2.499 1.271 2.908
H -2.653 2.751 1.946
H -3.368 1.319 0.183
H -3.822 -0.110 1.119
H -3.513 -0.313 -0.642
H -2.691 -1.140 -2.024
H -3.365 -2.957 -2.580
H -0.388 -2.978 1.259
H -1.066 -4.786 -1.807
H -3.049 -5.904 -0.119
H -3.523 -4.304 1.686
H -2.481 -3.072 3.470
H -2.982 -1.920 2.205
H -1.445 -1.710 2.950
F 3.844 3.208 -0.035
C 3.560 1.986 -0.654
F 4.716 1.254 -0.634
F 3.393 2.227 -1.974
O 1.523 -0.016 1.937

***

62
Properties=species:S:1:pos:R:3 method="wB97M-V/def2-TZVPD" smiles="COc1cccc(/C=C(/CC(=O)Nc2ccc(N3CCOCC3)cc2)c2nc3ccccc3s2)c1" total_energy_ha=-1871.36016 total_charge=0 orbital_gap_ev=7.30 homo_ev=-7.391 de_lowest_kcal_mol=18.9
C 2.493 4.855 -0.450
H 1.708 4.091 -0.443
O 3.187 4.898 0.773
C 3.822 3.773 1.199
C 4.451 3.858 2.444
C 5.127 2.769 2.954
C 5.179 1.579 2.248
C 4.537 1.472 1.018
C 3.879 2.583 0.488
H 3.436 2.501 -0.492
C 4.573 0.213 0.285
C 3.593 -0.266 -0.494
C 2.266 0.329 -0.577
N 1.589 0.464 -1.651
C 0.303 0.847 -1.427
C -0.669 1.042 -2.402
C -1.942 1.396 -2.007
C -2.256 1.565 -0.661
C -1.307 1.376 0.324
C -0.028 1.017 -0.064
S 1.359 0.689 0.926
H -1.549 1.501 1.368
H -3.259 1.851 -0.381
H -2.709 1.546 -2.752
H -0.411 0.901 -3.439
C 3.764 -1.522 -1.320
H 4.444 -2.214 -0.819
H 4.194 -1.265 -2.291
C 2.421 -2.197 -1.593
O 2.054 -2.502 -2.701
N 1.698 -2.401 -0.451
C 0.300 -2.430 -0.332
C -0.550 -2.448 -1.429
C -1.916 -2.338 -1.254
C -2.480 -2.226 0.017
C -1.615 -2.251 1.115
C -0.252 -2.342 0.944
H 0.397 -2.336 1.810
H -2.013 -2.202 2.117
N -3.857 -2.163 0.231
C -4.763 -2.406 -0.871
H -4.392 -3.237 -1.471
C -6.131 -2.791 -0.297
H -6.863 -2.910 -1.097
O -6.642 -1.798 0.560
C -5.750 -1.561 1.624
C -4.380 -1.127 1.101
H -3.702 -0.953 1.934
H -4.500 -0.184 0.542
H -6.200 -0.775 2.233
H -5.637 -2.475 2.228
H -6.032 -3.740 0.252
H -4.877 -1.514 -1.510
H -2.539 -2.318 -2.133
H -0.137 -2.516 -2.421
H 2.173 -2.213 0.423
H 5.486 -0.360 0.378
H 5.699 0.725 2.657
H 5.618 2.847 3.912
H 4.400 4.790 2.982
H 3.169 4.671 -1.292
H 2.037 5.837 -0.565